DFT (wB97M-V/def2-TZVPD) results for C29H57BaF6N3O30P4 as an isolated structure at a distorted geometry.

Last column: Mulliken charge in e.
Atoms and positions in Å:
H1 -31.6195 -2.0402 -12.4541  0.360
F1 -34.0374 -8.6614 -12.5412  -0.081
H2 -31.1223 -8.9940 -8.3833  0.370
C1 -28.6384 1.4482 -5.0687  -0.677
O1 -38.3188 -10.6459 -8.0062  -0.591
O2 -35.3826 -6.5765 -14.9594  0.059
H3 -31.6131 -3.7126 -7.6213  0.223
C2 -29.7824 0.2709 -7.9393  -0.614
C3 -27.3073 -2.1871 -9.2056  -0.885
O3 -32.1530 -4.2337 -11.4942  -0.706
H4 -34.0988 -12.8838 -13.5193  0.400
H5 -40.6680 -3.9882 -8.2068  0.405
C4 -26.4540 -5.3012 -9.3665  -0.908
O4 -35.2607 -2.4635 -8.5410  -0.794
H6 -37.7739 -8.2435 -10.0119  0.215
H7 -38.2428 -2.6293 -9.4139  0.146
C5 -32.9628 -4.3071 -10.5978  1.189
O5 -36.1040 -11.3018 -11.5992  -0.554
C6 -35.4564 -4.2803 -12.7859  0.200
H8 -39.0080 -4.4647 -7.9060  0.227
H9 -34.3555 -12.9459 -10.9223  0.440
H10 -36.4867 -4.2599 -12.4307  0.235
C7 -34.7991 -3.4724 -9.1570  0.080
H11 -25.5969 -4.7464 -8.9850  0.328
C8 -31.7877 -9.7665 -8.7688  -0.552
C9 -35.1765 -7.1846 -5.6610  -0.832
H12 -38.6113 -7.9410 -8.5410  0.405
C10 -33.6544 -3.2203 -9.8670  -0.733
C11 -33.2591 -13.1263 -12.8680  -1.230
C12 -33.3158 -5.8071 -10.1552  0.164
O6 -32.6766 -6.8049 -10.6447  -0.799
C13 -37.8864 -8.6172 -8.9941  -0.698
H13 -32.3254 -4.9349 -17.2152  0.246
O7 -28.8808 -9.7044 -9.3656  -0.224
C14 -39.8195 -2.6080 -11.4762  0.443
H14 -36.0199 -7.1012 -6.3464  0.220
H15 -28.8955 0.9007 -8.0080  0.370
H16 -33.3056 -14.2011 -12.6924  0.398
H17 -27.7769 -8.2440 -8.6024  0.276
O8 -29.7618 0.5465 -5.1110  -0.332
H18 -26.8836 -9.6204 -9.3215  0.282
H19 -34.9445 -3.3942 -12.4104  0.223
H20 -37.0728 -8.6424 -8.2691  0.162
H21 -28.5060 -12.8372 -10.5664  0.325
O9 -38.9681 -3.4153 -11.8771  -0.603
H22 -32.6379 -3.6607 -15.9674  0.263
O10 -31.7617 2.1708 -5.1953  -0.692
H23 -31.2267 -5.2105 -8.4056  -0.330
H24 -27.7142 -8.3611 -10.4136  0.398
O11 -28.1285 -3.0267 -9.9634  -0.137
C15 -33.4993 -0.0799 -6.0388  -0.610
H25 -34.7751 -6.1875 -5.4796  0.317
H26 -37.2224 -6.3565 -15.4871  0.310
H27 -28.5349 2.1430 -4.2352  0.268
O12 -29.1778 -0.3159 -11.3653  -0.503
O13 -36.2973 -5.2608 -8.1947  -0.829
C16 -33.5485 -12.4625 -11.4730  -0.032
C17 -35.2471 -9.1511 -12.3584  1.083
C18 -31.0500 -1.5897 -11.6413  -0.621
C19 -30.8517 -4.4906 -7.6781  -0.048
H28 -34.8854 -6.9510 -9.1244  0.539
H29 -27.2827 -2.3802 -8.1331  0.380
O14 -29.5985 -5.2435 -10.3778  0.154
O15 -29.6233 -3.9423 -8.0996  -0.301
O16 -33.8463 -11.0389 -11.6636  -0.022
P1 -34.3361 -5.3830 -14.8627  -0.353
H30 -26.0779 -6.3242 -9.3578  0.269
H31 -36.3610 -7.7479 -16.3650  0.221
P2 -31.2058 0.9757 -5.8154  0.983
N1 -34.0541 -8.0972 -6.0753  1.000
N2 -30.2682 -0.4255 -11.9347  0.962
F2 -40.1243 -1.3969 -13.4501  -0.238
C20 -35.2543 -4.9158 -8.9110  -0.085
C21 -36.3284 -6.7249 -15.9902  -0.840
H32 -26.2411 -2.2751 -9.4142  0.287
O17 -31.2644 -10.2579 -9.9998  0.025
F3 -36.0228 -8.9898 -13.4414  -0.250
H33 -33.3034 -3.5676 -17.6643  0.244
O18 -29.9810 -8.4977 -11.4315  -0.200
H34 -30.2705 -0.0549 -8.8579  0.138
O19 -35.1769 -4.2146 -14.1347  -0.350
H35 -33.8071 -0.8021 -6.7949  0.123
O20 -30.6561 0.4745 -12.7359  -0.592
O21 -34.3446 -9.2433 -6.4028  -0.552
O22 -30.8542 1.1193 -7.3839  -0.354
O23 -29.3444 -11.1365 -11.3707  -0.403
C22 -34.5346 -5.9623 -9.3808  0.111
H36 -39.7584 -4.6500 -9.5354  0.271
O24 -40.0219 -2.2506 -10.2189  -0.299
C23 -39.2826 -2.6612 -9.0883  0.051
H37 -29.5134 -0.6241 -7.3782  0.465
H38 -28.5235 1.9305 -6.0394  0.293
H39 -29.8358 -12.3664 -9.6677  0.282
H40 -39.3493 -1.9188 -8.2930  0.271
H41 -36.2339 -6.0092 -16.8068  0.385
H42 -31.7325 -1.1063 -10.9421  0.306
H43 -31.9525 -10.4942 -7.9742  0.354
P3 -29.8601 -9.7471 -10.6520  0.160
O25 -39.1046 -10.2940 -9.9285  -0.580
H44 -33.5444 0.8892 -6.5358  0.366
C24 -27.6898 -8.9016 -9.4674  -0.844
C25 -35.1267 -10.6269 -11.7810  -0.092
O26 -32.9235 -7.6638 -6.1706  -0.560
H45 -35.2416 -7.6002 -4.6554  0.393
F4 -41.5133 -3.0005 -13.0740  -0.232
H46 -27.8195 0.7338 -4.9847  0.255
P4 -28.8418 -4.3673 -9.4261  0.290
H47 -32.5908 -12.4158 -10.9546  -0.057
F5 -41.6628 -1.0300 -11.8799  -0.243
H48 -33.2867 -2.2049 -9.8751  -0.021
F6 -35.7854 -8.2943 -11.4580  -0.220
H49 -30.1949 -12.9483 -11.2885  0.233
H50 -35.0716 -5.2132 -12.3740  -0.287
H51 -26.5233 -5.0627 -10.4278  0.385
O27 -27.6165 -5.0816 -8.6452  -0.279
Ba1 -31.0044 -6.3893 -12.6673  2.300
H52 -32.6797 -9.1682 -8.9548  -0.006
O28 -34.1670 -4.8709 -16.3783  -0.335
C26 -29.4825 -12.3714 -10.6988  -0.700
C27 -33.0354 -4.2068 -16.8230  -0.608
H53 -30.6349 -5.0010 -6.7397  0.345
C28 -39.6721 -4.0222 -8.6485  -1.023
H54 -27.5025 -1.1238 -9.3449  0.309
N3 -38.5352 -9.9385 -8.9467  1.073
C29 -40.8333 -1.9883 -12.4821  0.790
H55 -30.5002 -2.4202 -11.1986  0.002
H56 -32.3162 -12.8559 -13.3432  0.296
O29 -33.0893 -5.7497 -14.1566  0.167
H57 -34.3235 -0.2625 -5.3492  0.293
O30 -32.1641 -0.3407 -5.7044  -0.265

As for the charge: 0. Its total energy is -5550.82954 Ha. Its LUMO energy is -0.0436 hartree.